[1]
33 unconnected molecules or ions with the total composition H66O33, computed with the ωB97M-V functional and the def2-TZVPD basis.

Calculated values
Total energy = -2522.6758 hartree

Geometry as XYZ:
```
99
Properties=species:S:1:pos:R:3:mulliken_charge:R:1
O 8.38592 9.45917 12.03822 -0.5557
H 9.09241 8.91887 12.43596 0.1629
H 8.19943 10.15702 12.65568 0.1822
O 16.70312 13.05104 11.03596 -0.5015
H 17.44410 13.42997 11.52500 0.2337
H 16.75078 13.26227 10.11337 0.3015
O 15.69663 7.97750 7.53693 -0.5920
H 16.08415 7.44383 6.84978 0.2269
H 16.39563 8.27670 8.15596 0.2677
O 7.54186 12.30686 12.79223 -0.6835
H 7.51623 12.61043 11.86665 0.3514
H 8.48250 12.07116 12.87332 0.3454
O 13.47656 12.55116 8.57981 -0.6045
H 12.78804 12.89888 7.98091 0.3335
H 13.32554 12.89450 9.47640 0.1581
O 16.40683 5.76881 13.71909 -0.6132
H 15.86175 5.06482 14.03956 0.2972
H 16.14696 6.53934 14.23540 0.3231
O 13.14091 5.27024 9.92207 -0.6528
H 12.30795 5.09089 10.36219 0.3065
H 12.95242 5.94562 9.23801 0.3154
O 10.22892 11.48653 12.87082 -0.5511
H 10.47443 10.83136 12.18150 0.1683
H 10.89326 11.36653 13.56702 0.2268
O 10.04356 9.78631 8.72603 -0.2776
H 10.20329 9.89499 7.76078 -0.0013
H 9.23554 10.30181 8.92007 0.4569
O 13.44826 10.46063 6.94257 -0.7076
H 13.60464 10.79666 7.83533 0.3323
H 14.19204 9.80984 6.85370 0.2572
O 10.97731 10.03829 6.03760 -0.4982
H 11.92667 9.90215 6.13654 0.3269
H 10.74390 9.91182 5.12257 0.1994
O 13.83716 15.15644 11.42078 -0.6142
H 14.28828 15.00391 12.26529 0.2822
H 14.41367 15.54490 10.75720 0.2513
O 16.27769 12.70920 8.46322 -0.7144
H 15.26584 12.62997 8.46718 0.4354
H 16.46406 13.34579 7.78355 0.2591
O 14.36916 11.18750 11.25168 1.2036
H 14.90612 10.72333 10.57856 -0.3503
H 14.94448 11.88999 11.53454 -0.2034
O 9.11181 7.30941 10.07676 -0.7649
H 9.47237 7.90860 9.41842 0.3044
H 8.22681 7.68120 10.20899 0.2759
O 7.99497 10.26732 6.63451 -0.5782
H 7.15705 10.75086 6.77379 0.2814
H 7.66748 9.34222 6.66614 0.3017
O 6.28497 9.10165 10.02806 -0.6618
H 6.00335 9.94394 9.61304 0.3446
H 7.03810 9.31068 10.58682 0.2485
O 14.98455 7.50892 11.08772 -0.4520
H 15.55100 7.42497 11.87210 0.1778
H 14.69477 6.58448 11.06738 0.2757
O 9.85652 7.96881 14.75067 -0.7093
H 10.20435 7.71695 13.82387 0.4679
H 9.46006 7.14510 15.06856 0.2672
O 17.58662 9.70697 12.60290 -0.6681
H 17.72345 8.91112 13.14679 0.3074
H 16.76374 10.06715 12.95973 0.2894
O 10.64061 7.05500 12.47312 -0.6980
H 10.05261 7.11697 11.68334 0.4456
H 11.37058 7.64430 12.21690 0.3870
O 12.80334 8.79050 12.16253 -0.3908
H 13.57339 8.50326 11.62710 0.3346
H 12.37495 9.52366 11.62280 0.0693
O 16.51255 9.92287 9.75259 -0.6833
H 16.87313 10.80385 9.69022 0.2124
H 16.78404 9.62203 10.63986 0.3045
O 11.97531 13.23809 10.93744 -0.9261
H 11.40674 12.98283 11.69752 0.2442
H 12.54028 14.03710 11.12022 0.2382
O 10.85667 12.71941 7.07491 -0.7799
H 10.47035 12.90578 7.93991 0.3946
H 10.78527 11.76884 6.99345 0.4321
O 15.13603 8.53675 14.00581 -0.6501
H 14.77796 8.91494 14.83296 0.2616
H 14.35154 8.52886 13.42652 0.0805
O 9.78937 13.57368 9.68273 -0.8079
H 10.72269 13.68256 9.93114 0.4869
H 9.52441 14.25902 9.04128 0.2656
O 13.24075 7.83970 8.56248 -0.4748
H 14.19526 7.85270 8.59815 0.3783
H 12.95801 8.43101 7.87635 0.1437
O 13.35518 11.36680 13.87620 -0.6108
H 13.71752 10.80028 13.17925 0.0431
H 12.68524 10.77565 14.26511 0.2067
O 11.91467 9.73614 15.40614 -0.6299
H 11.45098 10.19742 16.10875 0.2580
H 11.36912 8.94107 15.26773 0.3509
O 14.72511 13.66084 14.20235 -0.6696
H 14.87379 13.55522 15.13571 0.2910
H 14.21130 12.85717 14.02479 0.4378
O 7.93830 11.51943 9.90337 -0.6049
H 8.60993 12.18733 9.85656 0.3358
H 8.17828 10.90434 10.58534 0.3255
O 11.70251 10.60970 10.74983 1.4698
H 11.07807 10.40418 9.97572 0.0882
H 12.16860 11.43651 10.53910 -0.3515
```

***

[2]
2 unconnected molecules or ions with the total composition H6IP5, computed with the ωB97M-V functional and the def2-TZVPD basis.

Calculated values
Total energy = -2007.9609 hartree
SMILES string = [PH2]#P=P#[PH2].PI

Geometry as XYZ:
```
12
Properties=species:S:1:pos:R:3:mulliken_charge:R:1
P 1.77507 -1.20066 1.81566 -0.1698
P 0.19279 -0.46342 0.49986 0.0835
P 0.43202 0.29387 -1.35096 0.0621
P 2.44113 0.47784 -2.19921 -0.1697
H 0.86544 -2.03744 2.49972 0.0741
H 2.48515 -2.20230 1.11306 0.0782
H 1.99658 1.43430 -3.16164 0.0716
H 2.40528 -0.41195 -3.17087 0.0546
P -3.21722 1.19609 1.76387 -0.0922
I -4.19788 -0.02762 -0.07600 -0.0507
H -1.98590 0.71371 1.38885 -0.0167
H -3.19245 2.22759 0.87765 0.0749
```

***

[3]
2 unconnected molecules or ions with the total composition H6N2O3Si, computed with the ωB97M-V functional and the def2-TZVPD basis.

Calculated values
Total energy = -628.3245 hartree

Geometry as XYZ:
```
12
Properties=species:S:1:pos:R:3:mulliken_charge:R:1
N -2.12614 -0.14678 0.70600 -0.2746
N -1.48759 0.95839 0.24959 -0.4049
O 1.09744 -1.36803 -0.40684 -0.4591
O 2.10361 0.34562 1.38406 -0.4072
O 1.99850 0.80548 -1.45981 -0.4985
Si 1.36688 0.18692 0.00306 0.3867
H -2.19929 -0.85256 0.01039 0.2448
H -1.98195 -0.65070 1.56172 0.2308
H -1.18213 1.44612 1.08735 0.2139
H 1.65831 -1.60433 -1.12563 0.3023
H 2.67943 0.02358 2.08093 0.3531
H 1.89413 1.76202 -1.50796 0.3128
```

***

[4]
2 unconnected molecules or ions with the total composition H6N2Si, computed with the ωB97M-V functional and the def2-TZVPD basis.

Calculated values
Total energy = -402.4352 hartree

Geometry as XYZ:
```
9
Properties=species:S:1:pos:R:3:mulliken_charge:R:1
N 2.17552 -0.01855 -0.20772 0.0953
N 1.80923 -0.02333 0.88078 -0.5158
Si -1.69517 0.05525 0.11808 0.4204
H 3.19551 0.31969 -0.51423 0.2259
H 1.52414 -0.21530 -1.08704 0.2214
H -0.32986 0.59800 -0.05907 -0.1617
H -1.47375 -1.06665 1.17436 -0.0675
H -2.39866 -0.32258 -1.09595 -0.1098
H -2.80696 0.67347 0.79079 -0.1082
```

***

[5]
H6N3O2P in the gas phase, computed with the ωB97M-V functional and the def2-TZVPD basis.

Calculated values
Total energy = -659.6419 hartree
SMILES string = NNOP(N)O

Geometry as XYZ:
```
12
Properties=species:S:1:pos:R:3:mulliken_charge:R:1
N -2.09193 -0.07816 -1.48418 -0.4258
N -1.35226 0.04425 -0.38278 -0.1940
O 0.20452 -0.28813 -0.57930 -0.3277
P 1.14326 0.84234 0.23483 0.2922
N 0.75052 0.20079 1.81557 -0.5478
O 2.57091 0.24632 -0.06948 -0.3660
H -2.21084 0.80220 -1.97384 0.2453
H -1.90954 -0.91437 -1.95905 0.2311
H -1.56323 -0.80035 0.29890 0.3025
H -0.23872 -0.02634 1.97974 0.2283
H 0.85960 0.82870 2.66948 0.2626
H 2.42444 -0.64868 -0.15382 0.2992
```

***

[6]
2 unconnected molecules or ions with the total composition H6N3PS, computed with the ωB97M-V functional and the def2-TZVPD basis.

Calculated values
Total energy = -907.3152 hartree

Geometry as XYZ:
```
11
Properties=species:S:1:pos:R:3:mulliken_charge:R:1
N 1.26230 -0.81316 0.49165 -0.6460
N 0.33071 1.59005 0.73896 -0.6515
N -1.27805 -0.48167 0.20570 -0.4962
P 0.12719 0.26138 -0.35906 0.3810
S -0.68560 -1.26626 -3.44083 -0.1236
H 0.65400 -1.54064 0.79562 0.2925
H 2.04858 -0.98428 -0.10413 0.2557
H -0.35380 2.31884 0.54951 0.2504
H 1.25654 1.97658 0.68147 0.2467
H -1.64107 -1.10322 -0.47110 0.2438
H -1.72080 0.04237 0.91222 0.2471
```

***

What is the total energy in the second record? -2007.9609 hartree